1.
Formula: C27H18BrCsN4O5
Source: the Open Molecules 2025 dataset
Level of theory: wB97M-V/def2-TZVPD

Computed properties:
Charge   -2
Gap between HOMO and LUMO   3.96 eV
Energy relative to the best compared isomer or geometry (same formula, charge and spin)   0.0 kcal per mole
Maximum force   3.85 eV/Å

Structure (XYZ):
```
56
Properties=species:S:1:pos:R:3:lowdin_charge:R:1
C 3.82627 -1.76014 3.01024 -0.111
C -4.86285 -3.04412 2.56943 -0.154
C 4.39661 -3.00205 2.82142 -0.712
H -4.36621 -0.33142 -0.08637 0.061
O 1.23835 -0.89068 -7.21839 0.022
C 2.76358 -1.87093 0.70831 -0.362
C 2.93106 -1.19084 2.04367 -0.129
C -1.66549 -0.06610 -3.72190 -0.554
C 1.76446 4.19840 2.97895 -0.110
C -5.95410 -2.35439 2.07989 -0.182
H 2.30668 4.71047 3.77330 0.095
C 0.30867 -0.69737 -6.44336 -0.543
H 4.62306 -4.73948 1.66871 0.090
C -3.42664 -1.67031 1.31692 -0.380
O -2.07986 0.40143 -2.61483 -0.101
C 2.42216 0.09171 2.31904 -0.116
N 1.61277 0.75987 1.53773 0.046
H 2.36434 -1.13654 -2.34979 0.143
C 0.58255 -0.68578 -4.99590 -0.063
H -1.08824 2.28432 -1.87235 0.089
H -2.70357 -3.23765 2.65228 0.047
O 2.13259 -1.41532 -0.28341 -0.146
N -0.11513 2.17170 -0.09047 -0.002
H 2.76976 -1.21733 -4.95130 0.124
C -1.30211 4.18617 -0.72579 -0.026
C -3.53159 -2.70436 2.21050 -0.200
H 2.79753 0.52743 3.30026 0.125
H -5.01655 -3.87041 3.27008 0.066
C 4.16982 -3.72346 1.62343 -0.165
H -6.59939 -0.83306 0.72091 0.076
C -0.88381 2.82307 -0.94782 -0.108
H -1.60915 -0.41936 -5.97262 0.054
C 0.33814 2.75728 1.01738 -0.157
O -0.94011 -0.49065 -6.82038 0.058
C -4.47733 -1.06409 0.70297 -0.217
H -1.91283 4.77187 -1.42151 0.098
H -1.20682 5.79623 0.63382 0.089
H -6.95239 -2.51997 2.40467 0.066
N 1.65392 -1.02023 -3.11602 -0.012
C -0.87604 4.81267 0.44747 -0.042
H 3.15567 -3.78605 -0.24314 0.101
C 3.38556 -3.20025 0.63569 -0.023
H 4.13360 -1.18348 3.88525 0.097
C 1.35110 2.05547 1.81478 -0.207
Br 5.24805 -3.93601 4.26895 0.619
C 2.12385 2.89507 2.67294 -0.045
H 3.08851 2.53410 2.97793 0.086
C 0.67830 4.80799 2.36259 -0.068
C 1.82857 -0.96124 -4.47351 -0.018
O -2.37854 -0.17713 -4.80368 -0.039
Cs -0.86896 -0.67181 0.17112 1.077
C 0.00604 4.15375 1.30903 -0.161
C -5.76698 -1.41259 1.11716 -0.161
N 0.41959 -0.72793 -2.71664 0.053
H 0.44366 5.78920 2.65869 0.080
C -0.28014 -0.51567 -3.81629 -0.150
```

2.
Formula: C27H18NO8SSbSc
Source: the Open Molecules 2025 dataset
Level of theory: wB97M-V/def2-TZVPD

Computed properties:
Charge   -1
Gap between HOMO and LUMO   8.48 eV
Energy relative to the best compared isomer or geometry (same formula, charge and spin)   26.9 kcal per mole
Maximum force   2.45 eV/Å

Structure (XYZ):
```
57
Properties=species:S:1:pos:R:3:lowdin_charge:R:1
Sb -1.07442 -0.66131 0.20933 1.259
C 3.09349 -1.30198 3.53855 -0.518
C -3.59074 2.62330 -1.36500 -0.086
C 0.80732 2.40394 0.40242 -0.550
H 2.13244 -3.79742 -2.30114 0.109
H 5.65841 4.05865 1.81703 0.120
O 4.60010 0.20133 0.87113 -0.086
H -3.72422 3.17615 -2.28642 0.100
C -4.14542 -3.13307 -1.71135 -0.096
H -4.65762 -3.11449 -2.66561 0.097
H 1.51002 5.08651 1.11128 0.118
C -4.38768 2.90367 -0.26415 -0.093
S -0.36204 -0.87544 2.33870 0.123
C 1.62476 -2.15450 -3.58628 -0.088
N 3.06734 2.15348 0.99923 0.076
C -2.52961 -2.18828 -0.18985 -0.333
O 3.47020 -1.57271 4.64469 0.113
H -5.18667 -4.87485 -1.01015 0.095
H 3.82865 5.77487 1.79009 0.105
C 0.15258 -1.19338 -1.44076 -0.333
H -3.06411 0.69200 1.93377 0.084
H -2.31061 -3.19171 1.68727 0.077
C 1.58118 -2.87145 -2.39997 -0.068
C -2.82953 -3.17944 0.73453 -0.122
C 4.31331 2.48687 1.28520 -0.143
H 0.82610 -2.95136 -0.39453 0.104
C -3.78414 -4.14614 0.43926 -0.093
C 2.31867 4.37392 1.18840 0.018
H 2.20102 -2.52798 -4.42333 0.099
C 4.63537 3.79875 1.58471 0.021
C -3.22378 1.22629 1.00311 -0.124
H 0.99442 -0.37819 -4.61531 0.100
H -4.01349 -4.91949 1.16188 0.099
O 2.56230 -1.91926 1.26026 -0.160
O 6.45411 1.46652 1.12151 0.068
C 5.25163 1.28790 1.10767 -0.568
H -1.98087 1.46179 -2.14288 0.082
C -4.20289 2.20660 0.92045 -0.082
C -4.44203 -4.12243 -0.78138 -0.103
C -2.60863 1.64759 -1.28353 -0.117
H -5.14602 3.67403 -0.32708 0.097
Sc 2.54777 -0.01585 1.21499 0.977
C 0.21392 -0.46243 -2.62181 -0.112
C 2.93029 -2.41763 2.42864 -0.524
O -0.18116 3.08127 0.20778 0.081
H -2.96638 -1.40215 -2.14803 0.095
C 0.94442 -0.94931 -3.69660 -0.087
C 0.83838 -2.39809 -1.32612 -0.116
O 3.13488 -3.57606 2.66738 0.108
C 3.61232 4.74050 1.55328 -0.036
C 2.09203 3.03941 0.90994 -0.151
O 2.78548 -0.09488 3.09221 -0.128
H -4.81603 2.42984 1.78439 0.101
H -0.27321 0.49904 -2.70321 0.084
O 0.93884 1.12321 0.19068 -0.240
C -2.42864 0.94451 -0.10020 -0.331
C -3.19181 -2.17067 -1.41506 -0.124
```